{"formula": "C9H12ClNO2S", "method": "ωB97M-V/def2-TZVPD", "e_above_lowest_kcal_mol": 3.41, "e_homo_ev": -8.312, "orbital_gap_ha": 0.326, "energy_ha": -1413.680624, "symbols": ["C", "C", "C", "C", "C", "C", "C", "C", "C", "N", "O", "O", "S", "Cl", "H", "H", "H", "H", "H", "H", "H", "H", "H", "H", "H", "H"], "positions_angstrom": [[-1.403, -1.952, -0.042], [-0.035, -1.291, 0.230], [-0.994, 0.279, -1.138], [-2.996, 1.469, 0.991], [-1.987, -3.131, 0.618], [2.269, 0.076, -1.213], [1.578, 1.154, 1.071], [0.841, 2.105, -1.067], [1.199, 0.792, -0.397], [0.061, -0.076, -0.399], [-2.880, 0.622, 1.739], [-3.135, 2.373, 0.315], [-2.180, -0.896, -1.147], [1.118, -1.923, 1.353], [-2.839, -2.920, 1.106], [-2.445, -3.894, -0.082], [-1.336, -3.623, 1.257], [3.211, 0.640, -0.886], [2.367, -0.881, -0.803], [2.093, 0.079, -2.307], [2.229, 1.994, 1.165], [0.631, 1.187, 1.736], [2.158, 0.279, 1.561], [0.129, 2.755, -0.500], [1.772, 2.796, -1.093], [0.573, 1.989, -2.070]]}